Below is an isolated molecule of C5H9N in a non-equilibrium geometry, with properties calculated with ωB97M-V/def2-TZVPD.

## Properties
**HOMO**: -8.68 eV
**E_LUMO**: 0.580 eV
**SMILES**: C=CC(=C)CN
**2S+1**: 1
**Relative energy (zero: lowest compared OMol25 entry of this formula, charge and spin)**: 502.49 kJ/mol

Atoms and positions in Å:
C1 -1.2913 1.3914 0.7595
C2 -0.5264 1.2304 -0.2414
C3 0.4451 0.1963 -0.3578
C4 1.7190 0.1996 -0.9662
C5 0.4359 -0.9107 0.5370
N1 -0.7217 -1.7050 -0.0166
H1 -1.2376 0.8710 1.7628
H2 -1.9363 2.3388 0.9809
H3 -0.1694 1.7940 -1.0054
H4 2.0389 1.1101 -1.4782
H5 2.4913 -0.4700 -1.0573
H6 0.4001 -0.5751 1.4911
H7 1.2361 -1.5347 0.1161
H8 -1.8850 -1.5297 0.3324
H9 -0.5802 -2.7114 0.5868